C24H42ClNO13PS | ωB97M-V/def2-TZVPD

Structure (ORCA input):
```
! RIJCOSX wB97M-V def2-TZVPD def2/J DEFGRID3
* xyz 1 1
C 0.239 0.421 6.289
C 0.127 -1.111 6.356
C -0.133 -1.769 5.003
Cl 0.482 -3.443 5.009
C -1.602 -1.836 4.576
C -2.144 -0.494 4.042
N -2.990 0.378 4.966
C -4.093 0.998 4.159
C -3.457 -0.382 6.191
P -4.931 0.321 7.051
S -6.647 -0.192 6.350
C -3.650 -1.840 5.798
O -2.372 -2.400 5.628
H 1.267 0.732 6.107
H -0.359 0.864 5.488
H -0.071 0.883 7.229
H -0.646 -1.430 7.060
H 1.062 -1.509 6.744
H 0.409 -1.251 4.209
H -1.652 -2.501 3.710
H -1.327 0.120 3.674
H -2.776 -0.707 3.183
H -2.410 1.154 5.290
H -4.554 1.800 4.732
H -3.649 1.409 3.255
H -4.816 0.226 3.908
H -2.615 -0.373 6.889
H -4.622 1.692 7.083
H -4.617 -0.088 8.352
H -4.284 -1.931 4.906
H -4.146 -2.389 6.597
C -3.849 -0.383 -1.665
C -3.010 0.169 -0.546
C -1.696 0.800 -0.969
O -0.846 0.531 0.165
C -1.314 -0.555 0.784
O -0.732 -1.154 1.647
O -2.535 -0.892 0.327
H -4.800 -0.764 -1.296
H -4.047 0.404 -2.394
H -3.315 -1.190 -2.167
H -3.588 0.856 0.083
H -1.750 1.873 -1.132
H -1.300 0.305 -1.853
C 3.712 -0.685 -4.584
C 2.384 -0.162 -5.060
C 2.123 1.303 -4.778
O 0.690 1.337 -4.624
C 0.287 0.108 -4.250
O -0.826 -0.151 -3.883
O 1.283 -0.780 -4.343
H 3.856 -1.722 -4.882
H 4.511 -0.088 -5.023
H 3.777 -0.629 -3.496
H 2.237 -0.378 -6.120
H 2.430 1.957 -5.588
H 2.577 1.631 -3.839
C 1.706 -3.977 1.761
C 2.435 -3.474 0.544
C 3.591 -4.331 0.055
O 4.489 -3.359 -0.490
C 4.254 -2.172 0.120
O 4.945 -1.210 0.031
O 3.116 -2.242 0.851
H 0.862 -3.328 1.994
H 1.327 -4.987 1.594
H 2.376 -3.988 2.621
H 1.743 -3.265 -0.277
H 3.322 -5.048 -0.715
H 4.090 -4.842 0.883
C 2.510 5.972 -7.581
C 3.180 4.870 -8.356
C 2.412 4.348 -9.559
O 2.813 2.974 -9.612
C 3.196 2.597 -8.376
O 3.421 1.474 -8.044
O 3.286 3.670 -7.559
H 3.151 6.331 -6.777
H 2.291 6.809 -8.244
H 1.577 5.612 -7.145
H 4.196 5.151 -8.645
H 2.666 4.835 -10.496
H 1.333 4.390 -9.397
*
```

Values from the calculation:
- calculated total energy (Eh) = -3172.1366
- Kohn-Sham gap (eV) = 9.494
- HOMO (eV) = -12.3
- maximum force (hartree/bohr) = 0.009

C24H42O17S2 | ωB97M-V/def2-TZVPD

Structure (ORCA input):
```
! RIJCOSX wB97M-V def2-TZVPD def2/J DEFGRID3
* xyz 0 1
C -1.303 -1.193 -1.651
C 0.196 -1.218 -1.763
C 0.700 -0.135 -2.695
O 1.386 0.739 -1.841
C 1.680 0.138 -0.666
O 2.415 0.551 0.207
O 0.949 -0.932 -0.636
H -1.513 -0.290 -1.078
H -1.708 -1.914 -0.940
H -1.862 -1.441 -2.553
H 0.608 -2.170 -2.098
H -0.067 0.274 -3.352
H 1.430 -0.474 -3.430
C 0.121 -11.949 -4.086
C 1.271 -10.947 -4.358
C 0.837 -9.815 -5.244
O 1.369 -8.689 -4.522
C 1.845 -9.035 -3.325
O 2.589 -8.398 -2.582
O 1.461 -10.223 -3.107
H 0.470 -12.909 -4.466
H -0.810 -11.821 -4.637
H -0.024 -12.182 -3.031
H 2.219 -11.423 -4.609
H -0.232 -9.611 -5.307
H 1.323 -9.758 -6.218
C 4.693 6.332 5.489
C 5.561 7.503 4.989
C 6.043 7.414 3.550
O 6.158 8.752 3.276
C 5.414 9.483 4.186
O 5.244 10.717 4.133
O 4.894 8.706 5.060
H 4.476 6.262 6.554
H 5.116 5.359 5.241
H 3.655 6.300 5.157
H 6.411 7.607 5.662
H 5.253 6.975 2.941
H 7.025 6.963 3.697
C -7.859 -4.000 9.604
C -7.020 -5.120 8.978
C -7.904 -6.127 8.182
O -7.750 -5.717 6.805
C -6.693 -4.877 6.719
O -6.166 -4.374 5.736
O -6.318 -4.500 7.935
H -7.166 -3.391 10.184
H -8.639 -4.295 10.306
H -8.321 -3.438 8.792
H -6.362 -5.737 9.590
H -8.958 -6.015 8.434
H -7.562 -7.150 8.337
C 0.269 7.089 -4.413
C -0.042 8.082 -3.273
C 0.736 7.871 -1.944
O 1.325 9.048 -1.590
C 1.256 9.872 -2.667
O 1.963 10.873 -2.890
O 0.392 9.387 -3.596
H 0.070 6.034 -4.224
H 1.328 7.131 -4.667
H -0.230 7.305 -5.358
H -1.067 7.986 -2.913
H 1.424 7.027 -1.996
H 0.009 7.769 -1.138
C -1.720 2.551 -12.836
S -0.694 3.248 -11.474
O -0.539 2.012 -10.518
C 0.815 3.701 -12.465
H -2.378 1.890 -12.272
H -1.153 1.879 -13.480
H -2.408 3.260 -13.296
H 0.319 4.470 -13.056
H 1.137 2.934 -13.169
H 1.548 3.948 -11.696
C -0.045 -2.299 6.239
S 1.623 -1.799 6.820
O 1.563 -0.412 7.515
C 1.798 -2.960 8.273
H -0.621 -1.841 7.043
H -0.088 -3.373 6.419
H -0.548 -2.019 5.314
H 0.937 -2.753 8.908
H 2.699 -2.699 8.828
H 1.752 -4.020 8.023
*
```

Values from the calculation:
- calculated total energy (Eh) = -3014.9768
- Kohn-Sham gap (eV) = 9.171
- HOMO (eV) = -8.7
- maximum force (hartree/bohr) = 0.121
- relative energy (zero: lowest compared OMol25 entry of this formula, charge and spin) (kcal/mol) = 134.4

C24H43BrN8O6PS | ωB97M-V/def2-TZVPD

Structure (ORCA input):
```
! RIJCOSX wB97M-V def2-TZVPD def2/J DEFGRID3
* xyz 1 1
C -5.331 -0.423 -2.635
C -3.661 -0.471 -2.709
O -3.074 -0.555 -3.916
N -2.936 -0.359 -1.394
C -3.263 -1.444 -0.411
N -1.597 -0.067 -1.511
C -0.410 -0.992 -1.634
C -0.344 -2.625 -1.650
C 0.459 -3.055 -0.247
C -0.349 -4.253 0.549
N -1.067 -3.830 1.833
O -0.351 -5.494 0.058
N 0.925 -0.288 -1.706
C 0.493 1.180 -1.626
C 1.650 2.340 -1.618
C 2.203 2.413 -0.041
C 1.175 1.719 1.040
C 1.600 2.046 2.625
C 1.635 0.648 3.515
C 0.195 -0.129 3.608
C -0.890 0.613 4.634
S -2.395 -0.504 4.998
C -3.838 0.212 4.026
N -5.055 1.006 4.457
N -5.808 1.254 3.294
C -5.054 0.617 2.145
O -3.813 -0.058 2.563
C -1.132 1.375 -1.509
P -2.057 3.040 -1.388
O -2.351 3.622 -3.041
Br -4.143 2.769 -0.527
H -5.564 0.306 -1.720
H -5.815 0.032 -3.600
H -5.752 -1.470 -2.322
H -3.251 -2.546 -0.873
H -2.615 -1.389 0.573
H -4.390 -1.279 -0.069
H -1.369 -3.174 -1.772
H 0.416 -2.922 -2.521
H 1.588 -3.354 -0.467
H 0.471 -2.099 0.450
H -0.289 -3.832 2.555
H -1.416 -2.864 1.651
H 1.881 -0.708 -1.776
H 1.217 3.393 -1.913
H 2.580 2.099 -2.308
H 3.233 1.836 0.012
H 2.361 3.542 0.288
H 0.065 2.150 0.949
H 1.174 0.526 0.991
H 2.628 2.609 2.599
H 0.785 2.736 3.154
H 2.441 -0.117 3.140
H 1.902 0.991 4.627
H -0.302 -0.372 2.569
H 0.406 -1.189 4.115
H -0.364 0.849 5.673
H -1.354 1.588 4.137
H -5.306 0.542 1.002
H -2.139 2.875 -3.703
C 2.373 -3.308 3.389
O 1.351 -3.870 3.762
N 3.653 -3.622 3.793
C 4.814 -2.908 3.304
C 3.845 -4.703 4.738
H 2.340 -2.473 2.670
H 5.479 -3.615 2.799
H 5.336 -2.456 4.152
H 4.526 -2.122 2.600
H 3.441 -5.626 4.311
H 3.299 -4.472 5.658
H 4.907 -4.835 4.963
C 2.827 3.996 -5.161
O 3.175 3.238 -4.265
N 1.779 3.783 -6.030
C 1.430 4.732 -7.067
C 1.000 2.568 -5.905
H 3.352 4.949 -5.344
H 0.401 5.067 -6.909
H 1.509 4.239 -8.041
H 2.096 5.599 -7.049
H 0.559 2.530 -4.904
H 1.662 1.706 -6.030
H 0.208 2.537 -6.657
*
```

Values from the calculation:
- calculated total energy (Eh) = -5142.5633
- Kohn-Sham gap (eV) = 7.502
- HOMO (eV) = -11.3
- maximum force (hartree/bohr) = 0.168
- relative energy (zero: lowest compared OMol25 entry of this formula, charge and spin) (kcal/mol) = 370.6

C24H43Cl2CrN4O4Si | ωB97M-V/def2-TZVPD

Structure (ORCA input):
```
! RIJCOSX wB97M-V def2-TZVPD def2/J DEFGRID3
* xyz 0 4
C -2.087 -0.321 -5.000
C -1.309 -1.149 -3.988
H -1.395 0.188 -5.680
H -2.732 0.392 -4.490
H -2.723 -0.934 -5.666
C -0.705 -2.238 -4.447
C -0.602 -2.656 -5.902
H -0.236 -2.967 -3.771
H 0.021 -1.939 -6.447
H -1.531 -2.719 -6.485
H -0.125 -3.632 -6.042
Cr -0.538 0.378 2.975
Cl 0.351 1.784 0.140
C -0.561 -1.771 4.458
O 0.245 -0.793 4.543
N -0.190 -3.043 4.196
C 1.086 -3.305 3.500
C -1.106 -4.198 4.079
H -1.651 -1.533 4.505
H 1.636 -2.379 3.408
H 0.930 -3.730 2.494
H 1.664 -4.018 4.098
H -2.164 -3.941 4.217
H -0.891 -4.952 4.860
H -1.001 -4.737 3.107
H 1.707 3.359 6.225
H -1.016 4.914 6.217
C 1.685 3.919 5.274
C -0.458 5.166 5.306
N 0.331 4.070 4.765
H 2.311 3.421 4.527
C -0.274 3.074 4.121
O 0.359 2.030 3.764
H -1.168 5.526 4.562
H -1.349 3.209 3.906
H 2.042 4.937 5.456
H 0.221 5.977 5.547
H 1.931 0.695 -2.419
H 2.783 -2.057 -3.036
C 2.916 0.520 -1.955
C 3.468 -1.881 -2.198
N 2.963 -0.798 -1.352
H 3.096 1.295 -1.202
C 2.696 -1.024 -0.010
O 2.359 -0.195 0.820
H 3.541 -2.799 -1.605
H 2.937 -2.106 0.233
H 3.680 0.536 -2.745
H 4.450 -1.615 -2.604
O -0.579 0.647 -2.085
C -1.270 -0.577 -2.515
C 0.311 -2.290 -1.426
C -0.973 -1.800 -1.582
H 1.139 -1.732 -1.871
C 0.513 -3.498 -0.729
H -2.339 -0.352 -2.388
C -2.075 -2.457 -1.031
H 1.505 -3.968 -0.710
C -0.568 -4.112 -0.093
C -1.866 -3.599 -0.256
H -3.070 -2.050 -1.254
H -0.436 -5.041 0.473
H -2.733 -4.096 0.170
Si -0.364 2.645 -1.665
Cl -0.653 -1.200 1.637
C 1.173 3.761 -2.188
C -1.081 4.169 -0.529
C -1.565 2.766 -3.110
H 2.150 3.257 -2.163
H 1.270 4.658 -1.549
H 1.001 4.139 -3.209
H -1.153 2.268 -3.991
H -1.817 3.798 -3.399
H -2.479 2.238 -2.823
H -1.824 3.848 0.225
H -1.547 4.961 -1.144
H -0.288 4.692 0.040
N -3.514 1.706 2.301
C -2.464 1.260 2.605
*
```

Values from the calculation:
- calculated total energy (Eh) = -3714.5309
- <S²> = 3.8042
- Kohn-Sham gap (alpha / beta) (eV) = 4.316 / 5.791
- HOMO (alpha / beta) (eV) = -7.0 / -7.0
- maximum force (hartree/bohr) = 0.059
- relative energy (zero: lowest compared OMol25 entry of this formula, charge and spin) (kcal/mol) = 25.6

C24H43ClN6O11Si2 | ωB97M-V/def2-TZVPD

Structure (ORCA input):
```
! RIJCOSX wB97M-V def2-TZVPD def2/J DEFGRID3
* xyz 0 1
C -2.887 -0.811 5.153
C -3.000 0.334 4.190
N -2.838 1.556 4.493
C -3.356 0.013 2.763
Si -1.887 -0.497 1.738
Cl -0.360 0.836 1.956
O -2.394 -0.585 0.183
Si -1.474 -0.311 -1.197
C -1.845 -1.747 -2.399
C -0.654 -2.549 -2.847
O 0.458 -2.392 -2.415
N -0.943 -3.510 -3.881
C -1.207 -4.804 -3.222
C 0.202 -3.576 -4.791
C -2.095 1.264 -2.009
C -1.258 2.532 -1.719
C -1.741 3.293 -0.495
O 0.094 2.199 -1.472
C 0.866 1.922 -2.629
C 2.065 1.109 -2.232
C 2.448 -0.003 -2.969
C 3.538 -0.767 -2.577
C 4.241 -0.439 -1.433
C 3.862 0.671 -0.689
C 2.787 1.446 -1.096
N -1.250 -2.005 2.352
C 0.205 -2.176 2.327
C 0.903 -2.451 1.023
O 0.814 -2.033 3.348
C -2.031 -3.206 2.129
C -2.332 -3.668 0.731
O -2.480 -3.785 3.080
H -2.283 -0.522 6.013
H -2.441 -1.694 4.699
H -3.879 -1.092 5.513
H -2.580 1.650 5.474
H -3.784 0.908 2.314
H -4.072 -0.814 2.734
H -0.044 -0.323 -0.899
H -2.615 -2.424 -2.018
H -2.278 -1.332 -3.314
H -0.288 -5.384 -3.121
H -1.615 -4.650 -2.222
H -1.933 -5.377 -3.795
H -0.067 -4.128 -5.690
H 0.478 -2.566 -5.087
H 1.078 -4.039 -4.329
H -3.115 1.438 -1.655
H -2.180 1.097 -3.086
H -1.323 3.193 -2.592
H -2.827 3.370 -0.479
H -1.398 2.787 0.407
H -1.314 4.295 -0.486
H 0.272 1.380 -3.370
H 1.179 2.872 -3.079
H 1.882 -0.279 -3.850
H 3.818 -1.638 -3.155
H 5.074 -1.050 -1.114
H 4.381 0.946 0.219
H 2.488 2.307 -0.512
H 0.277 -2.891 0.256
H 1.740 -3.116 1.230
H 1.312 -1.508 0.660
H -2.447 -4.749 0.735
H -3.286 -3.225 0.437
H -1.600 -3.362 -0.009
C 3.814 1.915 3.788
N 5.112 2.353 3.206
O 5.145 2.623 2.023
O 6.060 2.416 3.960
H 3.070 1.915 3.001
H 3.965 0.921 4.199
H 3.562 2.619 4.574
C -3.179 0.128 -6.274
N -1.694 0.054 -6.403
O -1.039 0.890 -5.816
O -1.264 -0.843 -7.091
H -3.425 0.970 -5.638
H -3.582 0.248 -7.274
H -3.509 -0.815 -5.848
C 3.568 6.079 7.088
N 3.221 4.818 6.378
O 3.112 3.803 7.030
O 3.073 4.891 5.175
H 3.668 5.856 8.143
H 4.498 6.440 6.660
H 2.766 6.785 6.897
*
```

Values from the calculation:
- calculated total energy (Eh) = -3135.5592
- Kohn-Sham gap (eV) = 8.824
- HOMO (eV) = -8.9
- maximum force (hartree/bohr) = 0.021
- relative energy (zero: lowest compared OMol25 entry of this formula, charge and spin) (kcal/mol) = 0.0

C24H43GaN2OP3 | ωB97M-V/def2-TZVPD

Structure (ORCA input):
```
! RIJCOSX wB97M-V def2-TZVPD def2/J DEFGRID3
* xyz 3 1
Ga -0.476 -0.655 0.246
P -2.765 -1.269 0.974
P 0.115 -0.317 -1.940
P -1.336 1.932 0.733
H 1.719 -0.620 1.871
C 0.833 -0.056 2.195
C -0.050 -0.580 3.110
H -0.011 -1.630 3.372
C -3.065 -3.011 1.428
C -3.844 -1.002 -0.478
C -3.647 -0.383 2.308
C 1.755 0.445 -1.886
C 0.267 -1.796 -2.956
C -1.010 0.813 -2.804
C -1.545 2.554 2.449
C -2.810 2.650 -0.080
C -0.029 3.082 0.169
H 0.885 1.034 2.024
H -0.798 0.028 3.616
H -2.332 -3.312 2.190
H -2.957 -3.659 0.548
H -4.081 -3.123 1.845
H -3.424 -1.527 -1.345
H -3.932 0.065 -0.723
H -4.844 -1.409 -0.271
H -3.061 -0.410 3.233
H -4.605 -0.884 2.502
H -3.856 0.665 2.060
H 2.087 0.530 -2.927
H 2.450 -0.199 -1.331
H 1.752 1.440 -1.424
H 0.792 -1.498 -3.875
H -0.726 -2.196 -3.196
H 0.841 -2.566 -2.425
H -0.820 0.652 -3.872
H -0.814 1.861 -2.542
H -2.058 0.568 -2.580
H -1.651 3.648 2.414
H -0.673 2.300 3.061
H -2.438 2.124 2.914
H -2.817 3.735 0.110
H -3.725 2.207 0.332
H -2.771 2.475 -1.163
H -0.272 4.088 0.543
H 0.034 3.110 -0.926
H 0.941 2.771 0.578
C 3.471 4.317 -1.423
C 4.751 4.695 -1.896
C 5.621 5.320 -0.986
C 5.221 5.590 0.334
C 3.902 5.332 0.710
C 3.002 4.784 -0.196
O 2.642 3.409 -2.034
H 3.033 3.043 -2.850
H 5.069 4.493 -2.929
H 6.635 5.590 -1.300
H 5.925 6.019 1.056
H 3.553 5.551 1.716
H 1.954 4.609 0.054
N 1.529 -4.529 1.571
C 1.224 -3.209 1.596
N 0.345 -2.911 0.637
C 0.023 -4.105 -0.015
C -0.917 -4.422 -0.996
C -1.020 -5.754 -1.419
C -0.236 -6.763 -0.833
C 0.691 -6.453 0.178
C 0.778 -5.125 0.555
H 2.190 -4.980 2.178
H 1.658 -2.561 2.336
H -1.525 -3.618 -1.405
H -1.738 -6.009 -2.202
H -0.334 -7.786 -1.191
H 1.323 -7.203 0.671
*
```

Values from the calculation:
- calculated total energy (Eh) = -4072.9783
- Kohn-Sham gap (eV) = 4.006
- HOMO (eV) = -14.3
- maximum force (hartree/bohr) = 0.054
- relative energy (zero: lowest compared OMol25 entry of this formula, charge and spin) (kcal/mol) = 0.0

Question: Number 2 is which compound?
Answer: C24H42O17S2

Question: Among the records above, which one has the lowest maximum force?
Answer: C24H42ClNO13PS

Question: The lowest calculated total energy belongs to which entry?
Answer: C24H43BrN8O6PS